Record 1
{
  "formula": "C4H8O2",
  "method": "the ωB97M-V functional and the def2-TZVPD basis",
  "species": ["C", "H", "H", "O", "C", "H", "H", "H", "H", "C", "O", "H", "H", "C"],
  "positions_angstrom": [[0.616, -0.600, 0.930], [0.392, 1.884, 0.590], [-1.370, -1.692, 0.968], [0.786, 0.063, -0.433], [0.417, 1.515, -0.434], [-0.586, 1.649, -0.836], [0.124, -1.786, -1.170], [-0.889, -0.381, -1.705], [1.232, -1.506, 0.885], [-0.931, -0.734, 0.602], [-1.577, 0.372, 0.802], [0.947, 0.085, 1.709], [1.198, 1.977, -1.031], [-0.359, -0.847, -0.876]],
  "gap_ev": 8.25,
  "mol_weight_g_mol": 88.1,
  "homo_ev": -7.6,
  "relative_energy_kcal_mol": 123.6,
  "total_charge": 0,
  "lumo_energy_ev": 0.675
}

Record 2
{
  "formula": "C2H8O",
  "method": "the ωB97M-V functional and the def2-TZVPD basis",
  "species": ["H", "H", "H", "H", "H", "O", "C", "C", "H", "H", "H"],
  "positions_angstrom": [[1.373, -0.646, 4.126], [-1.549, 0.099, -2.333], [0.559, 1.315, -1.175], [-1.095, -1.289, -1.295], [1.622, -0.490, 2.597], [0.933, -0.371, 3.290], [-0.726, -0.359, -1.759], [-0.246, 0.711, -0.724], [0.090, -0.614, -2.457], [0.131, 0.266, 0.212], [-1.091, 1.377, -0.482]],
  "gap_ev": 12.47,
  "mol_weight_g_mol": 48.1,
  "homo_ev": -11.6,
  "relative_energy_kcal_mol": 2.6,
  "smiles": "CC.O",
  "total_charge": 0,
  "lumo_energy_ev": 0.870
}

Record 3
{
  "formula": "C15H24N4O2S",
  "method": "the ωB97M-V functional and the def2-TZVPD basis",
  "species": ["S", "H", "H", "H", "H", "C", "H", "H", "H", "H", "C", "H", "C", "C", "H", "N", "C", "H", "C", "C", "O", "C", "H", "C", "C", "H", "C", "N", "H", "C", "C", "N", "H", "C", "H", "O", "H", "H", "H", "C", "H", "H", "H", "H", "H", "N"],
  "positions_angstrom": [[0.995, -2.265, 0.462], [-3.868, -3.173, -0.508], [-2.036, -2.253, -1.545], [-1.025, 4.483, 0.547], [0.273, 3.211, -1.086], [-2.332, 2.940, -0.289], [-0.339, 0.647, 0.412], [4.230, -1.754, -1.203], [3.467, 0.613, -0.842], [5.870, 0.014, -0.856], [-1.132, 3.399, 0.535], [5.570, 1.307, 0.305], [-2.009, -2.729, 0.479], [-2.027, 1.476, -0.656], [-3.834, -1.090, 1.734], [-2.775, 0.555, 0.175], [-0.507, 1.301, -0.448], [-1.220, 3.053, 1.567], [3.872, 0.013, -0.021], [3.613, -1.471, -0.348], [-3.643, -0.662, -1.512], [5.374, 0.261, 0.080], [3.888, -2.086, 0.510], [2.197, -1.717, -0.706], [3.180, 0.416, 1.278], [-2.654, 0.647, 1.172], [-3.500, -0.462, -0.320], [1.712, -1.525, -1.879], [5.807, -0.347, 0.872], [-3.519, -2.818, 0.461], [0.036, 2.699, -0.153], [0.412, -1.771, -1.987], [-3.846, -3.499, 1.246], [-0.122, -2.161, -0.878], [3.560, -0.173, 2.110], [-1.334, -2.842, 1.479], [0.934, 2.671, 0.462], [-2.403, 3.535, -1.198], [-3.276, 3.026, 0.248], [-4.083, -1.410, 0.722], [-2.323, 1.248, -1.682], [3.360, 1.467, 1.491], [2.106, 0.259, 1.211], [-0.029, 0.846, -1.313], [-5.168, -1.433, 0.611], [-1.452, -2.444, -0.738]],
  "gap_ev": 9.55,
  "mol_weight_g_mol": 324.4,
  "homo_ev": -8.9,
  "relative_energy_kcal_mol": 23.2,
  "smiles": "CC(C)Cc1nnc(NC(=O)CCC(=O)NC2CCCC2)s1",
  "total_charge": 0,
  "lumo_energy_ev": 0.618
}